(1)
{
  "formula": "C46H44Br2FN13P2STa",
  "method": "ωB97M-V/def2-TZVPD",
  "charge": 1,
  "largest_force_ev_per_a": 0.78,
  "gap_ev": 6.1,
  "e_tot_ha": -8876.77732,
  "e_lumo_ev": -4.1,
  "homo_energy_ev": -10.18,
  "relative_energy_ev": 1.477,
  "elements": ["Ta", "C", "S", "C", "C", "C", "N", "P", "C", "C", "C", "C", "C", "C", "C", "C", "C", "C", "C", "C", "P", "C", "C", "C", "C", "C", "C", "C", "C", "C", "C", "C", "C", "H", "H", "H", "H", "H", "H", "H", "H", "H", "H", "H", "H", "H", "H", "H", "H", "H", "H", "H", "H", "H", "H", "H", "H", "H", "H", "H", "H", "H", "Br", "C", "C", "C", "N", "C", "C", "C", "C", "C", "Br", "C", "C", "N", "H", "H", "H", "H", "H", "H", "N", "C", "N", "N", "N", "N", "C", "N", "N", "N", "N", "H", "F", "C", "C", "C", "C", "C", "C", "N", "H", "H", "H", "H", "H", "H", "H", "H"],
  "coordinates": [[1.319330, -1.063024, 1.613760], [-5.086223, -1.390931, -2.471365], [-4.486450, -0.734914, -4.038153], [-4.346998, 1.034095, -3.645824], [-2.951939, 1.470142, -3.214333], [-2.520937, 0.763684, -1.939023], [-1.232587, 1.245123, -1.393901], [-1.278867, 2.348744, -0.068163], [-2.444133, 3.638619, -0.630361], [-3.835222, 3.509981, -0.667986], [-4.627586, 4.536363, -1.151446], [-4.041229, 5.712031, -1.607515], [-2.665292, 5.858343, -1.567246], [-1.874687, 4.828347, -1.075206], [-2.294473, 1.410130, 1.139034], [-2.043684, -0.038492, 1.199649], [-2.804784, -0.899082, 2.161487], [-3.810594, -0.221671, 2.997500], [-3.914204, 1.112725, 2.958162], [-3.132621, 1.940509, 2.046887], [0.095824, 0.134097, -1.512043], [-0.202218, -0.622219, -3.152540], [-0.704575, -1.913168, -3.255302], [-0.954697, -2.481627, -4.497143], [-0.707882, -1.757074, -5.650112], [-0.219904, -0.458550, -5.562414], [0.030047, 0.104744, -4.323529], [1.575469, 1.101986, -1.960002], [2.654591, 0.340163, -2.422906], [3.851036, 0.950138, -2.761215], [3.987028, 2.329938, -2.641239], [2.922054, 3.088245, -2.179466], [1.719458, 2.477679, -1.838823], [-5.281833, -2.451313, -2.624736], [-6.019512, -0.912480, -2.176140], [-4.355748, -1.292241, -1.667231], [-5.082721, 1.266460, -2.871421], [-4.653120, 1.579515, -4.538185], [-2.935569, 2.552565, -3.069178], [-2.237509, 1.244300, -4.007546], [-2.466221, -0.308310, -2.143815], [-3.288492, 0.878065, -1.165739], [-4.306927, 2.603113, -0.311853], [-5.703640, 4.422872, -1.176075], [-4.661339, 6.513440, -1.987115], [-2.205723, 6.775356, -1.911428], [-0.798285, 4.953803, -1.036237], [-1.720444, -0.561609, 0.309317], [-3.953763, -2.558251, 1.938774], [-4.470826, -0.827921, 3.605703], [-4.652743, 1.607900, 3.575528], [-3.317329, 3.007564, 2.065701], [-0.914431, -2.480641, -2.362244], [-1.348704, -3.487567, -4.558160], [-0.900789, -2.197971, -6.619276], [-0.035243, 0.114120, -6.461867], [0.411898, 1.116941, -4.265926], [2.563225, -0.736911, -2.526913], [4.673674, 0.352009, -3.132402], [4.916562, 2.810826, -2.918031], [3.021589, 4.162686, -2.092350], [0.896632, 3.079842, -1.478152], [6.715710, 3.163200, 2.357806], [5.281331, 1.985409, 2.151131], [4.764416, 1.717834, 0.894989], [3.717799, 0.825954, 0.796533], [3.181042, 0.203515, 1.852074], [3.629446, 0.541943, 3.077156], [4.688879, 1.406069, 3.265703], [2.790885, 0.074414, 4.202120], [3.214843, 0.091935, 5.519082], [2.315946, -0.282767, 6.499898], [2.836584, -0.323516, 8.292676], [1.018681, -0.621164, 6.136133], [0.690349, -0.630005, 4.799837], [1.565052, -0.315641, 3.829011], [5.156783, 2.180673, 0.002183], [3.298934, 0.599735, -0.174443], [5.011892, 1.667767, 4.261132], [4.228206, 0.362380, 5.772855], [0.277990, -0.889549, 6.874511], [-0.312114, -0.880606, 4.491520], [-0.157289, -3.704313, 3.396783], [-0.998304, -2.841401, 2.707053], [-2.216678, -3.168408, 2.572102], [-2.988812, -2.283479, 1.819154], [-1.410854, -0.535373, 2.445576], [-0.475502, -1.616702, 2.216574], [1.197488, -3.561488, 3.541052], [1.972501, -4.252882, 4.353686], [3.201097, -3.731578, 4.167639], [3.188771, -2.791071, 3.301373], [1.901221, -2.662813, 2.861307], [-0.597111, -4.503524, 3.825482], [0.714843, 0.715543, 1.471028], [-0.215378, -3.430446, -0.305262], [1.225557, -3.159588, -0.578611], [1.977667, -3.822586, -1.488933], [3.331925, -3.441341, -1.300825], [3.384034, -2.540202, -0.289499], [4.657116, -2.038699, 0.311194], [2.059898, -2.278172, 0.168249], [-0.591890, -4.082238, -1.093195], [-0.850912, -2.543231, -0.280382], [-0.357845, -3.979006, 0.626634], [1.594344, -4.558232, -2.177949], [4.196138, -3.833660, -1.812685], [5.448676, -2.717580, -0.002798], [4.641597, -2.046539, 1.402075], [4.949294, -1.049819, -0.040942]],
  "forces_ev_per_a": [[0.29, 0.18, 0.67], [-0.02, -0.07, 0.11], [-0.02, 0.05, -0.06], [0.01, 0.03, 0.05], [-0.01, 0.00, -0.04], [0.02, -0.03, 0.03], [-0.07, 0.13, -0.09], [0.05, -0.03, 0.11], [-0.16, -0.07, -0.03], [0.03, -0.02, 0.03], [0.03, 0.05, -0.03], [-0.07, -0.02, 0.00], [0.04, 0.01, -0.01], [0.06, 0.03, -0.02], [-0.07, 0.03, -0.01], [0.04, 0.04, 0.02], [-0.15, 0.01, 0.16], [-0.02, 0.03, -0.03], [0.02, -0.01, -0.01], [0.01, -0.04, 0.00], [-0.02, -0.23, 0.03], [-0.05, 0.15, -0.11], [0.00, -0.04, -0.01], [0.01, 0.01, 0.02], [0.00, 0.00, -0.03], [-0.01, -0.03, 0.00], [0.06, -0.02, 0.02], [0.02, 0.03, 0.00], [0.03, -0.01, -0.01], [0.03, 0.02, -0.01], [-0.01, 0.00, 0.01], [0.03, 0.01, 0.00], [0.00, 0.02, 0.03], [0.00, 0.00, -0.03], [0.00, 0.03, -0.02], [-0.02, 0.00, -0.02], [-0.02, -0.01, 0.00], [0.04, -0.04, -0.03], [-0.02, 0.01, 0.05], [-0.01, -0.02, 0.01], [0.04, 0.02, 0.02], [0.00, 0.05, -0.03], [0.00, 0.00, 0.01], [0.00, 0.00, 0.00], [0.00, 0.00, 0.00], [0.00, 0.00, 0.00], [0.00, -0.01, 0.01], [0.05, 0.06, 0.02], [-0.01, 0.00, -0.04], [0.01, -0.01, 0.01], [0.00, 0.00, 0.01], [0.01, 0.01, -0.02], [-0.01, 0.04, -0.05], [0.00, 0.00, -0.01], [0.00, 0.00, 0.00], [0.00, 0.00, 0.00], [0.00, 0.00, 0.00], [-0.05, -0.02, 0.02], [0.00, -0.01, 0.00], [0.01, 0.00, -0.01], [-0.01, 0.00, 0.00], [0.01, -0.01, -0.02], [0.01, 0.00, 0.00], [-0.09, -0.06, -0.01], [0.07, 0.05, 0.04], [0.00, -0.10, -0.13], [0.38, 0.20, 0.19], [-0.11, -0.05, 0.11], [-0.02, -0.03, -0.08], [0.12, -0.03, -0.22], [-0.01, 0.01, -0.07], [-0.13, -0.03, -0.03], [0.01, 0.00, 0.02], [0.10, 0.03, 0.09], [0.04, 0.08, -0.17], [-0.06, 0.02, 0.40], [0.00, 0.01, 0.00], [-0.01, -0.06, -0.02], [0.04, 0.02, -0.01], [0.00, 0.00, 0.01], [0.01, 0.00, 0.01], [-0.02, -0.01, -0.06], [0.10, 0.04, 0.05], [0.09, 0.04, 0.05], [0.02, -0.07, 0.08], [0.02, 0.06, -0.03], [0.06, -0.14, 0.02], [-0.66, -0.38, -0.20], [-0.22, -0.05, 0.10], [-0.08, 0.07, -0.10], [0.02, -0.02, 0.05], [-0.02, -0.10, 0.02], [0.26, 0.00, -0.10], [0.00, -0.02, -0.02], [-0.16, 0.05, -0.41], [-0.10, -0.03, 0.06], [-0.07, 0.17, -0.10], [-0.14, -0.04, 0.03], [0.11, 0.05, 0.01], [-0.04, 0.01, 0.03], [0.05, 0.06, 0.06], [0.29, -0.12, -0.46], [0.04, -0.02, 0.02], [0.03, -0.03, 0.04], [0.01, 0.01, 0.06], [0.01, 0.00, -0.02], [0.00, 0.00, -0.02], [-0.01, -0.02, 0.02], [-0.03, 0.03, -0.03], [0.00, 0.06, 0.00]]
}



(2)
{
  "formula": "C46H44N3P2S2Tl",
  "method": "ωB97M-V/def2-TZVPD",
  "largest_force_ev_per_a": 1.32,
  "gap_ev": 6.8,
  "e_tot_ha": -3595.09808,
  "e_lumo_ev": 0.0,
  "homo_energy_ev": -6.85,
  "elements": ["Tl", "C", "N", "C", "C", "N", "C", "C", "C", "C", "C", "C", "C", "S", "C", "C", "C", "C", "C", "C", "S", "H", "H", "H", "H", "H", "H", "H", "H", "H", "H", "H", "H", "H", "H", "H", "H", "H", "H", "C", "P", "C", "C", "C", "C", "C", "C", "C", "C", "C", "C", "C", "C", "C", "C", "C", "C", "C", "P", "C", "C", "C", "C", "C", "C", "C", "C", "C", "C", "C", "C", "N", "H", "H", "H", "H", "H", "H", "H", "H", "H", "H", "H", "H", "H", "H", "H", "H", "H", "H", "H", "H", "H", "H", "H", "H", "H", "H"],
  "coordinates": [[-0.100787, 0.415227, 0.027490], [0.262628, -3.147798, -0.285451], [0.377574, -2.113984, -1.348398], [-0.519298, -2.401696, -2.465633], [-1.934842, -2.656888, -2.005642], [-2.520450, -1.621872, -1.177251], [-3.195154, -2.133548, 0.012404], [-3.377872, -0.719698, -1.911245], [-4.509605, -1.196279, -2.569543], [-5.375260, -0.352612, -3.254964], [-5.107034, 1.002467, -3.319208], [-4.006887, 1.504042, -2.645385], [-3.151859, 0.654013, -1.927365], [-1.936350, 1.573131, -1.079578], [1.751768, -1.871844, -1.685542], [2.344808, -2.300148, -2.863477], [3.726877, -2.131950, -3.088229], [4.509341, -1.492361, -2.137453], [3.887321, -0.982282, -1.002749], [2.541330, -1.189002, -0.727837], [1.938789, -0.671336, 0.860791], [0.023065, -4.113400, -0.744179], [-0.535708, -2.896753, 0.397119], [1.217460, -3.227813, 0.283349], [-0.236564, -3.270803, -3.052781], [-0.494943, -1.530101, -3.104952], [-1.982882, -3.600838, -1.426929], [-2.557723, -2.827206, -2.898584], [-2.470198, -2.654209, 0.646470], [-4.019964, -2.842455, -0.213615], [-3.642604, -1.335927, 0.591109], [-4.718865, -2.253451, -2.552449], [-6.260977, -0.764372, -3.697667], [-5.758669, 1.660740, -3.883334], [-3.750447, 2.557635, -2.650786], [1.768320, -2.807742, -3.602831], [4.164728, -2.521186, -4.005710], [5.570816, -1.306609, -2.334947], [4.472805, -0.375595, -0.306075], [-1.346863, 1.629997, 3.308270], [-1.155031, -0.152241, 2.842918], [-2.513079, -0.979640, 3.738207], [-3.439444, -0.329494, 4.552016], [-4.445142, -1.050571, 5.184439], [-4.514113, -2.439640, 5.090997], [-3.622884, -3.075806, 4.243997], [-2.659147, -2.374222, 3.579800], [0.244079, -0.856433, 3.842994], [0.897250, -0.233600, 4.904664], [1.857755, -0.895054, 5.654630], [2.246091, -2.185846, 5.329753], [1.630041, -2.801089, 4.247606], [0.646512, -2.159023, 3.536075], [-0.827647, 2.626622, 2.295375], [-1.145566, 3.985138, 2.316736], [-0.603406, 4.549445, 1.167973], [0.048321, 3.548832, 0.492162], [0.618933, 3.672263, -0.915027], [1.555455, 2.181101, -1.385578], [3.251121, 2.575271, -0.905367], [3.452266, 2.542081, 0.506270], [4.680054, 2.882810, 1.032319], [5.721185, 3.252794, 0.197976], [5.565320, 3.258523, -1.170408], [4.325886, 2.926860, -1.724040], [1.502611, 1.940265, -3.165419], [2.450658, 1.084654, -3.734183], [2.313690, 0.595313, -5.007674], [1.215088, 0.944243, -5.767753], [0.266786, 1.804632, -5.242433], [0.409297, 2.312710, -3.943016], [-0.016770, 2.386955, 1.213521], [-0.927288, 1.835284, 4.295224], [-2.414229, 1.806173, 3.382576], [-3.339932, 0.728534, 4.703388], [-5.177873, -0.534490, 5.780447], [-5.280627, -3.035999, 5.541777], [-3.661892, -4.156390, 4.093789], [-1.954123, -2.928173, 2.973359], [0.641013, 0.783687, 5.179692], [2.325357, -0.402142, 6.503986], [2.989490, -2.687218, 5.927570], [1.883837, -3.819317, 3.980201], [0.226222, -2.635926, 2.663897], [-1.807915, 4.484328, 3.016232], [-0.714445, 5.581455, 0.820819], [1.243656, 4.533445, -1.017549], [-0.206186, 3.750436, -1.611385], [2.628740, 2.280393, 1.185668], [4.817033, 2.862867, 2.100974], [6.681022, 3.544077, 0.601589], [6.384882, 3.568066, -1.801371], [4.189253, 2.969301, -2.776877], [3.293117, 0.731798, -3.167769], [3.063045, -0.091311, -5.359156], [1.065140, 0.572464, -6.773832], [-0.585894, 2.075663, -5.852640], [-0.363435, 2.959641, -3.557330]],
  "forces_ev_per_a": [[0.10, -0.15, 0.09], [0.92, 0.05, -0.15], [0.40, -0.52, 0.11], [0.01, 0.61, 0.44], [-0.66, -0.89, 0.22], [-0.34, 0.78, 0.12], [-0.14, -0.60, -0.04], [-0.04, 0.04, 0.12], [-0.09, 0.24, -0.19], [0.32, -0.40, 0.32], [0.11, 0.34, 0.11], [-0.05, -0.35, -0.22], [-0.04, 0.19, -0.18], [0.14, -0.05, 0.33], [-0.21, 0.07, 0.54], [1.02, 0.22, 0.17], [-0.59, -0.15, 0.15], [-0.14, 0.24, -0.52], [0.60, 0.35, 0.33], [0.09, -0.12, -0.03], [0.06, -0.36, -0.36], [0.20, -0.08, 0.06], [-0.14, 0.11, 0.27], [-0.83, 0.06, -0.46], [0.32, -0.35, -0.14], [-0.01, 0.27, -0.41], [0.12, 0.36, -0.35], [0.23, -0.05, 0.09], [-0.21, 0.10, -0.05], [0.28, 0.13, -0.07], [0.11, 0.36, 0.07], [-0.06, -0.23, 0.07], [-0.24, -0.10, -0.29], [0.05, 0.01, 0.10], [-0.23, -0.01, -0.10], [-0.34, -0.24, -0.39], [-0.08, 0.10, 0.17], [-0.42, -0.12, 0.23], [-0.19, -0.29, -0.09], [0.62, -0.18, -0.30], [0.42, 0.18, 0.33], [-0.54, -0.63, 0.02], [0.31, -0.45, -0.27], [-0.15, -0.46, 0.38], [0.14, 0.63, -0.82], [-0.16, -0.89, 0.21], [0.85, 0.87, -0.25], [0.20, 0.06, 0.07], [-0.46, 0.40, -0.02], [0.39, -0.02, 0.15], [-0.45, 0.29, -0.11], [0.23, -0.58, 0.37], [-0.23, 0.53, -0.48], [0.21, 1.02, 0.10], [-0.71, -0.74, 0.57], [0.16, 1.05, -0.69], [0.43, 0.22, -0.28], [-0.26, -0.71, 0.55], [0.07, -0.15, 0.00], [0.49, -0.04, 1.23], [-0.47, 0.01, -0.65], [-0.10, 0.00, 0.07], [0.48, 0.01, 0.06], [-0.63, 0.00, -0.21], [-0.12, -0.03, 0.73], [-0.05, 0.04, -0.37], [-0.03, 0.04, 0.37], [0.03, -0.09, -0.15], [-0.38, 0.17, -0.35], [0.12, 0.24, 0.41], [-0.13, -0.24, -0.59], [-0.56, -0.61, 0.08], [-0.02, -0.14, 0.07], [-0.21, -0.05, -0.01], [-0.25, 0.25, 0.12], [-0.08, 0.19, 0.19], [-0.35, 0.08, 0.44], [-0.10, 0.26, 0.14], [-0.02, 0.09, -0.15], [-0.01, -0.04, -0.01], [-0.11, 0.04, -0.18], [0.12, -0.15, -0.03], [0.13, 0.03, -0.04], [-0.08, -0.18, -0.04], [0.20, -0.13, 0.05], [0.08, -0.44, 0.19], [0.40, 0.67, -0.05], [-0.22, 0.11, -0.24], [0.35, 0.07, -0.45], [0.06, 0.04, 0.17], [0.02, -0.04, 0.18], [0.03, -0.05, -0.13], [-0.07, 0.01, -0.77], [0.19, 0.01, 0.36], [0.12, -0.13, -0.28], [0.15, -0.11, 0.03], [-0.04, 0.08, 0.13], [-0.04, 0.04, 0.12]]
}